Entry from the Open Molecules 2025 dataset: C23H17BrN3O4S3W as an isolated structure (ωB97M-V/def2-TZVPD).

The lowest unoccupied orbital energy (alpha / beta) comes out at 2.314 / 2.075 eV. For the total energy, the calculation gives -141166.9404 eV. As for the highest occupied orbital energy (alpha / beta): -4.1 / -4.7 eV. As for the spin multiplicity: 3. Its energy relative to the best compared isomer or geometry (same formula, charge and spin) is 0.0 kJ/mol. The total charge is -1. Its orbital gap (alpha / beta) is 6.46 / 6.77 eV.

Element x y z (Å)
W: -0.8484 1.1409 0.1286
O: -2.4609 -0.0898 0.4751
C: -2.5384 -1.2372 1.0749
C: -3.5797 -2.1143 0.7072
C: -3.7249 -3.3391 1.3119
C: -2.8555 -3.7478 2.3325
C: -1.8527 -2.8978 2.7242
C: -1.6602 -1.6463 2.1115
C: -0.6038 -0.8126 2.6047
N: -0.1825 0.2770 2.0822
C: 0.9293 0.9630 2.7258
C: 0.7809 2.4363 2.4124
N: 0.6538 2.5407 0.9660
C: 1.3398 3.4277 0.3579
C: 1.3932 3.6018 -1.0694
C: 1.9763 4.7518 -1.6133
C: 2.1107 4.8930 -2.9755
C: 1.6816 3.8492 -3.8051
C: 1.1312 2.6983 -3.2911
C: 0.9601 2.5488 -1.9011
O: 0.4689 1.4387 -1.4217
H: -4.2487 -1.7901 -0.0784
H: -4.5249 -3.9959 0.9919
H: -2.9775 -4.7146 2.8023
H: -1.1727 -3.1858 3.5197
H: -0.1087 -1.1541 3.5182
H: 1.8544 0.5843 2.2854
H: 0.9387 0.7946 3.8066
H: 1.6414 3.0052 2.7751
H: -0.1275 2.8371 2.8702
H: 1.9551 4.0989 0.9628
H: 2.3127 5.5356 -0.9430
H: 2.5411 5.7899 -3.3996
H: 1.7848 3.9493 -4.8795
H: 0.7992 1.8904 -3.9290
S: -2.2963 2.8543 1.1741
C: -3.1120 3.1141 -0.3428
S: -2.3555 2.1758 -1.5757
S: -4.3958 4.1276 -0.5412
Br: 4.1559 -5.5500 -1.0872
C: 2.5155 -4.6199 -1.2940
C: 1.4803 -5.2179 -1.9931
N: 0.3053 -4.6242 -2.1733
C: 0.1381 -3.4074 -1.6557
C: 1.1253 -2.7380 -0.9409
C: 2.3488 -3.3607 -0.7520
C: 0.8892 -1.3644 -0.3524
O: 1.7652 -0.8594 0.3495
O: -0.2574 -0.8663 -0.6381
H: 1.6057 -6.2064 -2.4204
H: -0.8228 -2.9316 -1.8021
H: 3.1239 -2.8530 -0.1950

=====

Entry from the Open Molecules 2025 dataset: the molecule C23H17N3O4 at a distorted geometry (ωB97M-V/def2-TZVPD).

The lowest unoccupied orbital energy comes out at 0.234 eV. As for the SMILES: O=C(NNC(=O)c1occ(-c2ccccc2)c1-c1ccccc1)c1ccc(O)nc1. For the total energy, the calculation gives -36785.8527 eV. As for the highest occupied orbital energy: -8.6 eV. Its energy relative to the best compared isomer or geometry (same formula, charge and spin) is 0.0 kJ/mol. Its orbital gap is 8.88 eV.

Element x y z (Å)
O: 3.3046 -0.0909 0.7999
O: -0.7463 -1.5134 2.8432
N: -0.3235 -5.1783 4.5383
O: 2.8986 2.2514 -1.0535
O: 0.8235 -6.7280 5.6092
C: 2.1910 0.3982 0.5950
C: 0.3967 -1.8745 3.0066
C: 2.3022 2.9399 -2.0602
C: 1.9233 1.4106 -0.5043
C: 1.0214 2.5570 -2.1783
C: 0.7099 1.6214 -1.1272
C: -0.4029 -4.0108 3.8869
C: 0.8249 -5.5103 5.0257
C: 2.0131 -4.7341 4.8848
C: -1.5940 3.9156 -5.3473
C: -3.0428 -0.2149 -0.4089
C: -0.6452 4.8146 -4.8142
C: -1.6620 2.6228 -4.8744
C: -1.8809 -0.9669 -0.4904
C: -2.9611 1.2037 -0.5437
C: 1.9560 -3.5091 4.1729
C: 0.1776 4.3702 -3.7790
C: -0.8097 2.1768 -3.8405
C: -0.6389 -0.3724 -0.7111
C: -1.7190 1.8060 -0.7131
C: 0.6863 -3.1530 3.6796
C: 0.1209 3.0348 -3.2621
C: -0.5627 1.0024 -0.8245
N: 1.1642 -0.0349 1.4573
N: 1.3774 -1.0920 2.4305
H: -0.0833 -7.0787 5.6461
H: 2.7916 3.6449 -2.7168
H: -1.3716 -3.6902 3.5333
H: 2.9327 -5.1605 5.2817
H: -2.2865 4.1926 -6.1497
H: -4.0231 -0.6401 -0.2357
H: -0.5406 5.8460 -5.1263
H: -2.3975 1.9385 -5.3096
H: -1.9133 -2.0653 -0.4107
H: -3.8728 1.7910 -0.4408
H: 2.7907 -2.8525 4.0706
H: 0.8994 5.0816 -3.3681
H: -0.8619 1.1561 -3.5095
H: 0.2243 -1.0269 -0.8051
H: -1.7144 2.8716 -0.7479
H: 0.1893 0.2985 1.3459
H: 2.3344 -1.4489 2.5453

=====

Entry from the Open Molecules 2025 dataset: C23H17N4O3PtS as an isolated structure (ωB97M-V/def2-TZVPD).

The lowest unoccupied orbital energy comes out at -4.083 eV. For the total energy, the calculation gives -50302.5994 eV. As for the highest occupied orbital energy: -11.0 eV. Its energy relative to the best compared isomer or geometry (same formula, charge and spin) is 1.7 kJ/mol. The total charge is +1. Its orbital gap is 6.91 eV.

Element x y z (Å)
Pt: 0.3521 0.7288 0.4770
O: -4.7920 5.9364 2.0421
N: -4.5919 5.0926 1.2009
O: -5.2456 4.9275 0.1920
C: -3.4749 4.1524 1.4421
C: -3.1908 3.8860 2.7324
C: -2.1680 2.9441 3.0689
C: -1.8201 2.5937 4.3863
C: -0.8221 1.6753 4.5933
C: -0.1742 1.1038 3.4917
N: -0.4917 1.4217 2.2505
C: -1.4713 2.3304 2.0330
C: -1.7598 2.6485 0.6668
N: -0.9922 2.0220 -0.2677
C: -1.1934 2.2825 -1.5485
C: -2.1718 3.1900 -1.9608
C: -2.9584 3.8286 -1.0383
C: -2.7678 3.5561 0.3335
H: -3.7492 4.3850 3.5125
H: -2.3386 3.0498 5.2198
H: -0.5253 1.3852 5.5904
H: 0.6174 0.3749 3.6072
H: -0.5551 1.7600 -2.2468
H: -2.2959 3.3791 -3.0170
H: -3.7174 4.5250 -1.3552
C: 3.7105 -1.5211 0.1200
S: 2.0541 -1.8705 0.6771
C: 2.4449 -2.9307 2.0537
O: 1.6218 -0.5782 1.4276
H: 4.2960 -1.1354 0.9525
H: 3.6205 -0.7858 -0.6758
H: 4.1386 -2.4445 -0.2707
H: 2.8945 -3.8417 1.6595
H: 1.5085 -3.1717 2.5522
H: 3.1253 -2.4217 2.7335
N: 4.2919 -2.2400 -8.1885
C: 3.8198 -1.8884 -7.2023
C: 3.2283 -1.4487 -5.9674
C: 2.1262 -2.1235 -5.4467
C: 1.5620 -1.7025 -4.2576
C: 2.0891 -0.6037 -3.5741
C: 3.1915 0.0688 -4.1082
C: 3.7594 -0.3494 -5.2969
C: 1.5145 -0.1751 -2.3306
C: 1.0709 0.1729 -1.2576
H: 1.7190 -2.9725 -5.9781
H: 0.7050 -2.2200 -3.8483
H: 3.5950 0.9260 -3.5858
H: 4.6124 0.1697 -5.7116

=====

Entry from the Open Molecules 2025 dataset: C23H17N5O9Y as an isolated structure at a distorted geometry (ωB97M-V/def2-TZVPD).

The lowest unoccupied orbital energy comes out at -4.218 eV. For the total energy, the calculation gives -51042.7108 eV. As for the highest occupied orbital energy: -12.1 eV. The total charge is +1. Its orbital gap is 7.88 eV.

Element x y z (Å)
Y: 0.4794 -16.3732 -0.8550
C: 4.4622 -16.7971 1.3735
C: 3.6052 -16.0428 0.4134
O: 2.5242 -16.5336 0.0432
N: 4.0564 -14.8822 -0.0320
C: 3.3601 -14.1183 -1.0623
C: 2.2356 -13.3638 -0.4027
C: 2.4483 -12.0366 -0.0003
C: 1.4513 -11.3618 0.6464
C: 0.2583 -12.0127 0.8820
C: 0.1182 -13.3184 0.4894
N: 1.0747 -13.9800 -0.1941
H: 3.8475 -17.3184 2.1039
H: 5.1797 -16.1335 1.8627
H: 5.0329 -17.5233 0.7930
H: 4.9457 -14.5496 0.2871
H: 3.0384 -14.7617 -1.8511
H: 4.0921 -13.4188 -1.4816
H: 3.3864 -11.5755 -0.2424
H: 1.5517 -10.3010 0.8752
H: -0.5535 -11.5520 1.3746
H: -0.8035 -13.8724 0.6531
O: 2.5857 -16.8172 -4.6212
C: 2.0038 -17.1185 -3.6220
O: 1.6051 -16.2864 -2.6591
C: 1.4633 -18.5167 -3.2890
C: 1.3575 -18.8704 -1.9583
C: 0.4163 -19.8179 -1.5823
C: -0.2258 -20.6218 -2.4883
C: 0.1061 -20.3963 -3.8114
C: 0.8745 -19.3212 -4.2353
N: -0.5006 -21.2716 -4.8703
O: -0.1890 -21.0338 -6.0205
O: -1.2451 -22.1636 -4.4949
N: -0.0238 -19.7411 -0.1424
O: 0.0709 -18.5995 0.3843
O: -0.4893 -20.6944 0.3966
H: 2.0064 -18.3961 -1.2325
H: -0.9248 -21.3838 -2.2113
H: 0.9277 -19.1061 -5.3150
O: -1.3911 -15.8053 2.5008
C: -1.9263 -16.3476 1.5820
N: -1.5681 -16.1998 0.2180
C: -2.1799 -17.2106 -0.4865
O: -1.7311 -17.5273 -1.6099
C: -3.1183 -17.9636 0.3967
C: -3.8627 -19.1170 0.1554
C: -4.4109 -19.7172 1.2899
C: -4.2720 -19.1606 2.5788
C: -3.4925 -18.0263 2.8066
C: -2.9257 -17.4570 1.6834
H: -3.9374 -19.5915 -0.8309
H: -4.9616 -20.6483 1.2070
H: -4.7309 -19.7051 3.3979
H: -3.3148 -17.6781 3.8223

=====

Entry from the Open Molecules 2025 dataset: C23H17N6PtS as an isolated structure (ωB97M-V/def2-TZVPD).

The lowest unoccupied orbital energy comes out at -3.944 eV. For the total energy, the calculation gives -47144.7854 eV. As for the highest occupied orbital energy: -10.3 eV. Its energy relative to the best compared isomer or geometry (same formula, charge and spin) is 0.8 kJ/mol. The total charge is +1. Its orbital gap is 6.32 eV.

Element x y z (Å)
Pt: 0.9197 -0.5670 -0.4922
N: -0.3330 3.3278 0.6817
C: 0.2277 2.1239 0.6886
N: 0.1928 1.3120 -0.3286
C: -0.4851 1.6701 -1.5131
N: -0.5841 0.8578 -2.5221
N: 0.0342 -0.3331 -2.2605
C: 0.1000 -1.3099 -3.0819
C: 0.8074 -2.4944 -2.5695
C: 0.9335 -3.6630 -3.2930
C: 1.6088 -4.7392 -2.7288
C: 2.1373 -4.6129 -1.4593
C: 1.9785 -3.4126 -0.7789
N: 1.3343 -2.3831 -1.3159
C: -1.0839 2.9922 -1.5673
C: -1.7479 3.4638 -2.7047
C: -2.3046 4.7228 -2.7049
C: -2.2121 5.5328 -1.5709
C: -1.5624 5.0874 -0.4392
C: -0.9995 3.8161 -0.4437
H: -0.2659 3.9033 1.5070
H: 0.7385 1.7941 1.5853
H: -0.3251 -1.2635 -4.0783
H: 0.5071 -3.7271 -4.2844
H: 1.7178 -5.6625 -3.2808
H: 2.6677 -5.4259 -0.9859
H: 2.3672 -3.2560 0.2182
H: -1.8093 2.8214 -3.5711
H: -2.8157 5.0878 -3.5845
H: -2.6529 6.5202 -1.5775
H: -1.4876 5.7123 0.4418
S: 2.3699 -1.0334 3.8030
C: 3.6839 -0.7740 2.7511
C: 3.2724 -0.6288 1.4602
C: 1.8553 -0.7298 1.2894
C: 1.2306 -0.9440 2.4979
C: -0.2104 -1.0751 2.7681
C: -0.6887 -1.3844 4.0457
C: -2.0500 -1.4948 4.2515
C: -2.9116 -1.2942 3.1833
C: -2.3540 -0.9861 1.9546
N: -1.0460 -0.8739 1.7419
H: 4.6906 -0.7437 3.1362
H: 3.9631 -0.4606 0.6451
H: -0.0008 -1.5426 4.8652
H: -2.4344 -1.7376 5.2334
H: -3.9834 -1.3737 3.2968
H: -2.9900 -0.8189 1.0912